*i*
Molecular formula: C25H47Cl2FO24
Method: DFT, the ωB97M-V functional and the def2-TZVPD basis

Output
SMILES string: O=C1OC[C@@H](F)O1.COC(=O)OC.COC(=O)OC.COC(=O)OC.COC(=O)OC.COC(=O)OC.COC(=O)OC.COC(=O)OC.ClCCl
molecular weight: 821.5 g/mol
total charge: 0

```
99
Properties=species:S:1:pos:R:3:mulliken_charge:R:1
Cl 9.108 17.722 4.877 -0.170
Cl 8.652 14.992 5.830 -0.195
F 3.775 13.429 4.150 -0.355
O 0.659 18.838 3.918 -0.657
O 4.611 15.434 4.195 0.030
O 7.806 12.312 2.174 -0.352
O 6.640 21.420 3.693 -0.212
O 8.288 21.607 5.281 -0.578
O -1.328 13.007 5.644 -0.310
O 1.910 11.617 1.741 -0.204
O 3.912 15.870 2.142 -0.402
O 2.029 18.559 5.769 -0.258
O 5.772 21.000 0.189 -0.549
O 5.790 16.910 3.067 -0.315
O 6.735 19.230 -0.944 -0.338
O 3.805 14.616 8.703 -0.359
O 7.206 21.273 -1.545 -0.353
O 0.391 14.509 5.421 -0.317
O 2.644 9.786 2.870 -0.627
O 5.465 15.659 7.557 -0.479
O 2.913 19.349 3.971 -0.194
O 7.486 23.408 4.029 -0.297
O -1.378 14.586 3.976 -0.360
O 7.450 14.321 1.264 -0.559
O 9.507 13.613 2.049 -0.373
O 5.664 14.910 9.691 -0.362
O 1.261 11.420 3.748 -0.114
C 7.039 15.183 9.671 -0.591
C 6.405 12.010 2.292 -0.510
C 8.188 13.486 1.749 0.822
C 2.349 11.111 0.499 -0.739
C 3.065 14.747 2.533 0.624
C 4.886 16.084 3.082 0.405
C 3.406 14.675 4.022 1.047
C 3.003 14.160 7.573 -0.177
C 6.815 20.001 3.623 -0.207
C 1.982 10.822 2.791 0.766
C 1.765 18.958 4.472 0.768
C 8.091 24.422 4.828 -0.629
C 1.193 10.813 5.065 -0.716
C -0.664 14.039 4.980 0.610
C 3.048 19.560 2.550 -0.567
C 8.037 16.656 5.833 0.258
C -0.870 15.764 3.291 0.227
C 6.810 22.582 -1.875 -0.685
C 6.150 18.292 -0.060 -0.194
C 7.547 22.091 4.418 0.624
C 0.948 18.125 6.576 -0.463
C 10.156 14.868 2.060 -0.369
C -2.579 12.448 5.187 -0.774
C 6.498 20.527 -0.685 0.790
C 5.018 15.132 8.558 0.714
H 3.426 11.263 0.420 0.237
H 3.602 13.515 6.931 0.242
H 3.214 18.647 1.977 0.140
H 6.982 19.572 4.611 0.441
H 9.366 15.583 2.290 0.061
H 7.584 14.532 8.987 0.274
H 0.123 18.824 6.714 0.348
H 7.203 16.215 9.362 0.255
H 7.828 25.441 4.547 0.221
H 7.471 14.914 10.635 0.234
H 7.008 16.577 5.480 -0.180
H -2.678 12.485 4.102 0.351
H 1.887 11.279 5.765 0.183
H 0.456 17.355 5.981 -0.056
H -2.584 11.395 5.467 0.290
H 6.368 18.577 0.969 -0.025
H 7.899 24.277 5.891 0.283
H -1.473 16.115 2.453 0.359
H 0.223 10.890 5.556 0.188
H 7.967 17.024 6.857 0.247
H 6.400 23.069 -0.990 0.312
H 2.590 14.860 4.720 -0.578
H 6.202 10.940 2.334 0.358
H 2.146 13.602 7.952 0.253
H 2.660 14.998 6.966 -0.010
H 9.139 24.207 4.618 0.291
H 3.353 13.881 1.937 -0.093
H 5.062 18.258 -0.116 0.256
H 6.531 17.284 -0.226 0.241
H 1.868 11.764 -0.229 0.250
H 0.118 15.439 2.964 -0.477
H 10.582 15.102 1.084 0.282
H 7.588 23.249 -2.245 0.246
H -3.482 12.822 5.670 0.298
H 2.144 10.052 0.343 0.349
H 5.938 19.543 3.166 -0.374
H 5.832 12.397 1.450 0.281
H 7.712 19.741 3.060 0.359
H 1.467 9.758 5.049 0.460
H 1.997 14.872 2.356 -0.432
H 10.938 15.003 2.807 0.229
H 3.880 20.235 2.348 0.189
H -0.708 16.615 3.952 0.203
H 1.126 17.539 7.478 0.327
H 5.849 12.312 3.180 0.158
H 5.976 22.509 -2.574 0.294
H 2.132 19.916 2.079 0.464
```

---

*ii*
Molecular formula: C25H47Cl2FO24
Method: DFT, the ωB97M-V functional and the def2-TZVPD basis

Output
SMILES string: O=C1OC[C@@H](F)O1.COC(=O)OC.COC(=O)OC.COC(=O)OC.COC(=O)OC.COC(=O)OC.COC(=O)OC.COC(=O)OC.ClCCl
molecular weight: 821.5 g/mol
total charge: 0

```
99
Properties=species:S:1:pos:R:3:mulliken_charge:R:1
Cl -2.191 -4.967 1.423 -0.176
Cl 0.399 -6.069 0.653 -0.181
F 2.531 2.622 2.179 -0.260
O 1.186 -0.869 4.201 -0.545
O -2.817 1.785 1.628 -0.440
O 0.234 -2.230 -1.409 -0.468
O -1.674 4.016 -3.601 -0.636
O 1.922 -5.398 -3.705 -0.187
O -0.446 1.407 -7.127 -0.382
O -0.047 0.018 -1.364 -0.263
O 0.786 -0.368 -7.290 -0.388
O 4.348 3.532 4.142 -0.398
O -0.848 -0.352 -5.738 -0.592
O 2.288 -5.424 -6.066 -0.577
O -4.303 0.230 0.945 -0.407
O -1.214 4.042 -1.315 -0.240
O 1.831 -1.449 6.228 -0.412
O 0.397 3.778 -2.713 -0.252
O -1.507 3.777 4.832 -0.350
O 4.409 1.648 3.103 -0.383
O 6.385 2.716 3.334 -0.598
O 3.000 -6.983 -4.567 -0.315
O -2.036 1.726 5.396 -0.351
O -4.825 1.549 2.596 -0.408
O 1.299 -2.984 4.924 -0.354
O -0.003 1.996 4.316 -0.154
O 0.206 -1.085 0.517 -0.207
C -2.132 0.323 5.193 -0.252
C 0.239 -1.171 -0.846 0.624
C -2.538 4.237 -0.892 -0.308
C 1.229 -1.726 -6.959 -0.721
C 2.490 -0.155 6.349 -0.597
C -0.102 0.142 1.258 0.282
C 1.315 -1.735 5.042 0.719
C 3.008 1.978 3.214 1.273
C -0.165 0.241 -6.561 0.895
C 1.339 -4.160 -3.567 -0.590
C 1.025 3.814 -4.001 -0.448
C -1.494 2.178 -6.608 -0.594
C -0.906 3.932 -2.618 0.857
C 2.381 -5.840 -4.911 0.727
C -4.793 2.740 3.404 -0.523
C -1.018 2.431 4.852 0.590
C -0.804 4.813 4.276 -0.699
C 0.765 -3.747 3.884 -0.506
C -3.599 -0.364 -0.062 -0.538
C 3.460 -7.878 -5.589 -0.654
C 3.144 2.880 4.419 -0.065
C 5.151 2.646 3.488 0.626
C -0.493 0.115 -2.700 -0.541
C -0.790 -4.807 0.333 0.434
C -3.897 1.231 1.714 0.794
H 1.653 -2.300 -7.783 0.394
H 3.215 0.018 5.554 0.265
H -0.983 -4.749 -0.739 0.216
H -3.255 4.281 -1.711 0.359
H -4.337 -0.998 -0.554 0.342
H 1.692 -1.839 -5.979 0.257
H -5.320 2.604 4.348 0.218
H -0.171 5.408 4.934 0.297
H 0.162 -4.529 4.347 0.306
H -1.555 0.358 -2.660 0.225
H -2.910 0.063 4.476 0.201
H -2.534 5.121 -0.254 0.276
H 1.884 -3.324 -3.128 0.345
H 0.352 -4.295 -3.125 0.239
H -3.359 0.373 -0.829 0.266
H 2.392 1.092 3.371 -0.480
H -3.761 3.020 3.613 0.184
H -2.360 -0.055 6.190 0.352
H 0.007 0.781 -3.402 -0.008
H -0.095 4.539 3.496 0.263
H -1.169 0.347 1.342 -0.138
H 2.425 3.697 4.476 0.082
H 2.956 -0.185 7.334 0.301
H 3.204 2.395 5.394 0.251
H -1.568 5.475 3.870 0.300
H -1.253 -0.234 4.867 -0.073
H -2.692 -0.919 0.179 0.159
H 0.216 -3.098 3.201 0.164
H -0.289 -3.876 0.597 -0.314
H 4.397 -7.452 -5.950 0.278
H 0.304 0.145 2.270 -0.193
H 0.726 4.741 -4.490 0.333
H 0.727 3.004 -4.668 0.001
H 0.264 -2.227 -6.883 0.326
H 2.112 3.815 -3.918 0.234
H -0.417 -0.831 -3.236 0.423
H 3.533 -8.816 -5.040 0.234
H 1.736 0.632 6.325 0.207
H 1.588 -4.279 3.406 0.294
H -5.421 3.409 2.815 0.314
H 0.974 -3.780 -4.521 0.146
H 2.691 -8.046 -6.343 0.317
H -2.297 2.384 -7.317 0.331
H -1.873 1.713 -5.699 0.290
H 0.192 1.054 0.739 0.305
H -2.793 3.419 -0.217 -0.151
H -1.110 3.160 -6.332 0.202
```

---

Least stable structure: *ii*

---

*i*
Molecular formula: C2H11N4
Method: DFT, the ωB97M-V functional and the def2-TZVPD basis

Output
molecular weight: 91.1 g/mol
total charge: +1

```
17
Properties=species:S:1:pos:R:3:mulliken_charge:R:1
N -0.479 1.223 0.553 0.261
N -0.412 0.079 -2.073 -0.681
N -1.715 1.273 -0.026 -0.736
N 0.504 -1.190 1.872 -0.728
C 0.657 -0.177 -1.139 -0.471
C 0.540 0.533 0.165 -0.195
H 0.652 -2.075 2.371 0.260
H 0.934 -0.572 2.550 0.266
H -0.302 -0.546 -2.882 0.269
H 1.350 0.658 0.865 0.510
H -0.257 0.957 -2.555 0.238
H -0.517 -1.096 1.898 0.261
H 1.705 -0.090 -1.534 0.380
H -0.542 1.793 1.412 0.312
H -1.869 0.720 -0.807 0.362
H 0.654 -1.154 -0.846 0.419
H -1.963 2.172 -0.416 0.273
```

---

*ii*
Molecular formula: C2H11N4
Method: DFT, the ωB97M-V functional and the def2-TZVPD basis

Output
molecular weight: 91.1 g/mol
total charge: +1

```
17
Properties=species:S:1:pos:R:3:mulliken_charge:R:1
N 1.727 0.769 -1.251 0.560
N -0.394 -1.233 0.278 -0.438
N -1.192 -0.330 2.306 -0.761
N 1.927 -0.097 -0.515 -0.755
C -0.734 -0.329 -0.808 -0.902
C 1.751 1.920 -1.805 -0.438
H 0.040 -0.081 -1.492 0.404
H 1.671 1.955 -3.022 0.243
H -0.787 -0.886 1.319 0.364
H -0.948 -0.931 3.100 0.348
H 0.544 -0.920 0.594 0.458
H -1.121 0.599 -0.402 0.329
H -0.956 0.676 2.412 0.340
H -1.432 -0.919 -1.430 0.339
H -2.224 -0.322 2.316 0.341
H -0.601 -2.171 0.006 0.262
H 2.729 2.299 -1.605 0.307
```

---

*iii*
Molecular formula: C2H11N4
Method: DFT, the ωB97M-V functional and the def2-TZVPD basis

Output
molecular weight: 91.1 g/mol
total charge: +1

```
17
Properties=species:S:1:pos:R:3:mulliken_charge:R:1
N -0.354 -0.291 0.063 0.471
N 0.881 -0.454 0.524 -0.306
N -0.920 1.472 0.194 -0.429
N -1.439 -0.969 0.586 -0.667
C 1.824 0.614 0.239 -0.937
C -0.326 -0.483 -1.426 -0.722
H -0.115 -1.680 -1.646 0.285
H -1.824 1.726 -0.269 0.274
H 0.459 0.224 -1.734 0.322
H 1.205 1.457 0.023 0.478
H 2.541 0.803 1.080 0.316
H -0.920 1.607 1.234 0.263
H 0.988 -0.956 1.412 0.339
H 2.442 0.226 -0.574 0.319
H -1.384 -0.290 -1.618 0.420
H -1.487 -1.955 0.280 0.276
H -1.571 -1.050 1.632 0.296
```

---

Least stable structure: *iii*